1.
DFT (ωB97M-V/def2-TZVPD) results for a 12-piece molecular cluster, C48H72O36 overall.

Summary:
SMILES ... C[C@H]1COC(=O)O1.C[C@H]1COC(=O)O1.C[C@H]1COC(=O)O1.C[C@H]1COC(=O)O1.C[C@H]1COC(=O)O1.C[C@H]1COC(=O)O1.C[C@H]1COC(=O)O1.C[C@H]1COC(=O)O1.C[C@H]1COC(=O)O1.C[C@H]1COC(=O)O1.C[C@H]1COC(=O)O1.C[C@H]1COC(=O)O1
DFT total energy ... -124651.373 eV
Kohn-Sham gap ... 10.14 eV
HOMO level ... -10.7 eV
Energy relative to the best compared isomer or geometry (same formula, charge and spin) ... 782.9 kJ/mol
Molecular weight ... 1225.1 g/mol

Positions of all 156 atoms, in Å:
C1 4.655 8.522 0.252
C2 5.442 9.717 0.958
C3 6.228 9.248 2.181
O1 7.284 10.177 2.105
C4 7.466 10.759 0.844
O2 8.384 11.391 0.388
O3 6.438 10.263 0.097
H1 3.761 8.295 0.832
H2 5.240 7.602 0.233
H3 4.289 8.790 -0.740
H4 4.783 10.550 1.202
H5 6.669 8.254 2.119
H6 5.615 9.330 3.078
C5 -3.677 -1.572 7.225
C6 -3.874 -2.910 7.850
C7 -3.344 -4.058 7.058
O4 -2.672 -4.792 8.034
C8 -2.526 -4.076 9.216
O5 -2.079 -4.446 10.274
O6 -3.152 -2.922 9.055
H7 -4.245 -1.424 6.306
H8 -2.643 -1.392 6.931
H9 -3.931 -0.723 7.860
H10 -4.910 -3.172 8.062
H11 -2.619 -3.827 6.277
H12 -4.177 -4.652 6.681
C9 -0.556 1.616 -6.073
C10 -0.197 3.071 -5.747
C11 1.249 3.447 -5.713
O7 1.371 4.619 -6.464
C12 0.242 4.820 -7.132
O8 0.069 5.721 -7.933
O9 -0.696 3.886 -6.750
H13 -0.398 1.077 -5.139
H14 0.181 1.269 -6.798
H15 -1.605 1.576 -6.366
H16 -0.727 3.442 -4.870
H17 1.917 2.650 -6.038
H18 1.354 3.673 -4.652
C13 5.431 -2.212 1.364
C14 6.448 -1.146 1.836
C15 7.413 -0.711 0.659
O10 7.286 0.726 0.716
C16 6.355 1.097 1.548
O11 6.086 2.232 1.870
O12 5.723 0.025 2.091
H19 5.033 -2.029 0.365
H20 4.601 -2.384 2.049
H21 5.980 -3.153 1.358
H22 6.986 -1.500 2.715
H23 7.210 -1.181 -0.304
H24 8.396 -1.060 0.974
C17 6.388 5.481 -3.859
C18 6.830 6.904 -4.172
C19 8.142 6.952 -4.998
O13 7.869 7.668 -6.097
C20 6.596 8.067 -6.094
O14 6.054 8.780 -6.922
O15 5.977 7.591 -5.066
H25 7.130 5.128 -3.143
H26 6.335 4.921 -4.793
H27 5.416 5.420 -3.368
H28 6.942 7.448 -3.234
H29 8.500 5.963 -5.285
H30 8.919 7.429 -4.400
C21 -4.423 8.619 -4.696
C22 -4.470 8.673 -3.151
C23 -5.850 8.477 -2.489
O16 -5.624 7.455 -1.544
C24 -4.342 6.995 -1.679
O17 -3.857 6.035 -1.100
O18 -3.699 7.698 -2.630
H31 -4.868 7.649 -4.914
H32 -3.404 8.601 -5.085
H33 -4.872 9.473 -5.203
H34 -4.035 9.618 -2.825
H35 -6.489 8.125 -3.298
H36 -6.261 9.430 -2.154
C25 -2.293 -8.909 2.001
C26 -2.567 -10.038 1.029
C27 -2.301 -11.467 1.604
O19 -3.476 -12.125 1.328
C28 -4.372 -11.307 0.854
O20 -5.479 -11.611 0.526
O21 -3.942 -10.085 0.816
H37 -2.855 -8.045 1.646
H38 -1.238 -8.638 2.040
H39 -2.611 -9.070 3.031
H40 -1.988 -9.908 0.114
H41 -1.986 -11.456 2.647
H42 -1.509 -11.998 1.076
C29 3.268 -5.531 -2.918
C30 1.871 -5.153 -2.364
C31 1.168 -3.981 -3.081
O22 -0.180 -4.400 -3.055
C32 -0.176 -5.730 -3.006
O23 -1.114 -6.458 -3.210
O24 0.986 -6.207 -2.532
H43 3.625 -6.508 -2.595
H44 3.939 -4.771 -2.516
H45 3.355 -5.467 -4.002
H46 1.870 -5.045 -1.280
H47 1.497 -3.705 -4.083
H48 1.405 -3.114 -2.465
C33 2.996 -5.668 6.684
C34 3.198 -4.520 7.684
C35 4.494 -3.742 7.636
O25 4.067 -2.389 7.768
C36 2.804 -2.240 7.312
O26 2.283 -1.166 6.999
O27 2.252 -3.444 7.264
H49 3.744 -6.461 6.715
H50 3.017 -5.288 5.662
H51 2.083 -6.253 6.792
H52 2.949 -4.820 8.702
H53 5.000 -3.884 6.681
H54 5.173 -3.983 8.453
C37 0.813 1.801 0.357
C38 0.608 0.788 1.407
C39 -0.543 1.256 2.206
O28 -1.242 0.022 2.462
C40 -0.712 -0.973 1.814
O29 -1.045 -2.114 1.919
O30 0.266 -0.489 0.988
H55 1.713 1.593 -0.222
H56 1.020 2.801 0.737
H57 -0.030 1.894 -0.327
H58 1.445 0.534 2.058
H59 -1.135 1.988 1.655
H60 -0.229 1.598 3.192
C41 -4.775 0.813 -2.549
C42 -6.221 0.498 -2.886
C43 -7.199 1.687 -2.891
O31 -7.062 2.156 -4.178
C44 -6.676 1.078 -4.998
O32 -6.625 0.973 -6.209
O33 -6.280 0.063 -4.202
H61 -4.311 1.687 -3.006
H62 -4.117 -0.040 -2.713
H63 -4.703 1.099 -1.500
H64 -6.551 -0.294 -2.214
H65 -6.984 2.564 -2.280
H66 -8.267 1.471 -2.860
C45 -7.207 -5.584 1.475
C46 -7.800 -5.462 0.026
C47 -6.665 -5.639 -1.019
O34 -7.176 -6.650 -1.827
C48 -8.413 -7.128 -1.370
O35 -9.058 -7.989 -1.962
O36 -8.613 -6.555 -0.158
H67 -6.292 -4.992 1.467
H68 -6.935 -6.566 1.863
H69 -7.979 -5.247 2.167
H70 -8.202 -4.451 -0.037
H71 -5.763 -5.975 -0.506
H72 -6.465 -4.729 -1.584

Löwdin population analysis, charges in e, atoms 1 to 99: -0.006 -0.294 -0.114 0.026 -0.478 0.160 0.059 0.075 0.074 0.076 0.152 0.135 0.138 -0.022 -0.349 -0.127 0.051 -0.515 0.150 0.102 0.090 0.094 0.089 0.159 0.140 0.138 0.002 -0.375 -0.120 0.099 -0.512 0.142 0.074 0.082 0.088 0.093 0.153 0.139 0.136 -0.028 -0.302 -0.046 0.094 -0.580 0.141 0.072 0.082 0.082 0.080 0.150 0.128 0.127 -0.021 -0.291 -0.151 0.101 -0.579 0.138 0.119 0.091 0.092 0.081 0.149 0.135 0.137 -0.004 -0.376 -0.093 0.076 -0.496 0.126 0.094 0.090 0.085 0.087 0.148 0.127 0.136 -0.026 -0.302 -0.101 0.107 -0.637 0.166 0.117 0.085 0.085 0.088 0.156 0.131 0.132 -0.010 -0.328 -0.092 0.094 -0.566 0.153 0.083 0.084

---

2.
DFT (ωB97M-V/def2-TZVPD) results for a 17-piece molecular cluster, C48H73ClN18O4S2 overall.

Summary:
DFT total energy ... -120134.012 eV
Kohn-Sham gap ... 5.35 eV
HOMO level ... -5.9 eV
Molecular weight ... 1065.8 g/mol

Positions of all 146 atoms, in Å:
C1 1.694 -2.014 3.883
C2 1.962 -0.520 3.205
C3 0.583 0.004 2.439
Cl1 -0.837 -0.559 3.505
C4 0.589 1.653 2.183
C5 -0.700 2.477 2.854
C6 -0.734 4.056 2.415
C7 -1.924 4.946 3.108
S1 -3.362 3.960 3.792
C8 -4.565 3.475 2.389
S2 -6.100 4.256 2.260
N1 -4.058 2.421 1.434
C9 -3.528 2.969 0.145
C10 -3.791 2.129 -1.210
O1 -4.359 0.791 -1.093
C11 -4.209 0.200 0.241
C12 -4.999 1.253 1.275
C13 2.041 2.408 2.089
O2 2.495 2.037 0.708
C14 1.322 2.015 -0.215
O3 1.253 2.243 -1.534
O4 0.222 1.688 0.729
H1 1.012 -2.692 3.182
H2 1.184 -1.944 4.940
H3 2.763 -2.535 3.911
H4 2.777 -0.638 2.367
H5 2.246 0.254 4.039
H6 0.476 -0.568 1.412
H7 -0.748 2.361 4.025
H8 -1.660 1.939 2.430
H9 -0.762 4.244 1.254
H10 0.295 4.528 2.792
H11 -2.365 5.757 2.379
H12 -1.434 5.538 4.017
H13 -3.965 4.068 -0.015
H14 -2.358 3.125 0.273
H15 -2.752 2.051 -1.792
H16 -4.517 2.762 -1.914
H17 -3.062 0.223 0.545
H18 -4.577 -0.906 0.348
H19 -5.061 0.701 2.306
H20 -6.047 1.548 0.827
H21 2.101 3.576 2.029
H22 2.831 2.137 2.915
C15 -10.085 2.285 3.702
C16 -8.696 1.758 3.378
N2 -7.544 1.321 3.109
H23 -10.665 1.514 4.216
H24 -10.009 3.164 4.348
H25 -10.602 2.565 2.780
C17 -8.263 7.995 3.586
C18 -8.842 6.805 4.335
N3 -9.323 5.819 4.955
H26 -8.541 7.943 2.530
H27 -8.649 8.926 4.011
H28 -7.173 7.992 3.668
C19 -2.980 -4.246 3.724
C20 -1.504 -4.498 3.986
N4 -0.280 -4.707 4.203
H29 -3.512 -4.126 4.672
H30 -3.103 -3.337 3.129
H31 -3.411 -5.090 3.178
C21 4.522 -6.126 3.501
C22 4.273 -4.708 3.014
N5 4.066 -3.531 2.610
H32 3.792 -6.389 4.272
H33 4.429 -6.828 2.668
H34 5.528 -6.204 3.923
C23 2.271 -0.716 -2.201
C24 2.454 -2.183 -2.555
N6 2.606 -3.400 -2.849
H35 1.770 -0.626 -1.233
H36 3.245 -0.222 -2.145
H37 1.664 -0.222 -2.964
C25 7.901 -1.865 1.603
C26 6.565 -2.504 1.944
N7 5.457 -3.034 2.227
H38 8.180 -2.110 0.574
H39 7.831 -0.778 1.703
H40 8.676 -2.236 2.279
C27 -11.341 2.999 -0.924
C28 -11.696 3.833 0.296
N8 -11.990 4.525 1.308
H41 -12.020 3.236 -1.748
H42 -10.315 3.212 -1.236
H43 -11.428 1.935 -0.687
C29 3.752 6.287 0.743
C30 2.684 6.709 1.739
N9 1.798 7.059 2.565
H44 3.319 5.623 -0.010
H45 4.166 7.168 0.244
H46 4.558 5.760 1.261
C31 1.213 -5.390 -5.447
C32 0.544 -4.977 -6.748
N10 -0.012 -4.635 -7.827
H47 0.931 -6.415 -5.191
H48 2.300 -5.336 -5.554
H49 0.901 -4.722 -4.639
C33 4.216 5.215 4.998
C34 4.399 3.748 4.644
N11 4.550 2.531 4.350
H50 3.715 5.305 5.966
H51 5.189 5.709 5.054
H52 3.608 5.710 4.235
C35 -0.460 -8.521 -2.880
C36 0.226 -8.749 -4.217
N12 0.796 -8.938 -5.326
H53 -1.098 -9.376 -2.639
H54 0.289 -8.402 -2.092
H55 -1.075 -7.619 -2.926
C37 8.868 -5.966 1.455
C38 9.474 -4.841 2.279
N13 9.977 -3.908 2.962
H56 7.823 -5.739 1.226
H57 9.421 -6.082 0.519
H58 8.914 -6.904 2.014
C39 -10.636 8.976 -0.045
C40 -9.160 8.725 0.217
N14 -7.935 8.516 0.434
H59 -11.167 9.097 0.903
H60 -10.759 9.886 -0.641
H61 -11.067 8.133 -0.591
C41 2.295 -4.128 -10.228
C42 3.684 -4.654 -10.552
N15 4.835 -5.091 -10.820
H62 1.714 -4.899 -9.714
H63 2.371 -3.249 -9.582
H64 1.778 -3.848 -11.150
C43 4.786 -4.876 -14.363
C44 3.334 -4.427 -14.350
N16 2.130 -4.054 -14.339
H65 5.062 -5.273 -13.382
H66 4.928 -5.657 -15.115
H67 5.436 -4.030 -14.600
C45 5.566 3.029 8.912
C46 5.317 4.447 8.425
N17 5.111 5.624 8.021
H68 4.836 2.766 9.682
H69 5.474 2.327 8.079
H70 6.572 2.951 9.333
C47 6.464 -7.604 -8.934
C48 7.940 -7.856 -8.672
N18 9.165 -8.065 -8.455
H71 5.933 -7.484 -7.986
H72 6.341 -6.695 -9.529
H73 6.033 -8.448 -9.479

Löwdin population analysis, charges in e, atoms 1 to 99: -0.201 -0.238 -0.493 0.570 -0.289 -0.159 -0.243 -0.468 0.758 -0.914 0.593 -0.255 -0.163 -0.169 -0.217 -0.143 -0.178 -0.056 -0.074 -0.226 0.005 -0.080 0.055 0.066 0.044 0.118 0.109 0.132 0.122 0.088 0.111 0.090 0.094 0.100 0.129 0.107 0.137 0.139 0.132 0.132 0.117 0.114 0.125 0.088 -0.069 -0.186 0.099 0.076 0.054 0.041 -0.086 -0.198 0.083 0.009 0.077 0.080 -0.080 -0.200 0.103 0.076 0.065 0.073 -0.115 -0.184 -0.041 0.055 0.067 0.045 -0.078 -0.189 0.082 0.062 0.084 0.080 -0.066 0.008 0.045 0.081 0.080 0.021 -0.077 -0.209 0.088 0.075 0.078 0.077 -0.068 -0.211 0.099 0.078 0.079 0.075 -0.082 -0.185 0.082 0.022 0.077 0.053 -0.084

---

3.
DFT (ωB97M-V/def2-TZVPD) results for C48H76CaN5O5PSSi5Te as an isolated structure.

Summary:
Net charge ... -2
DFT total energy ... -153951.007 eV
Kohn-Sham gap ... 5.62 eV
HOMO level ... -1.8 eV
Energy relative to the best compared isomer or geometry (same formula, charge and spin) ... 61.9 kJ/mol
Molecular weight ... 1174.3 g/mol

Positions of all 143 atoms, in Å:
Ca1 -0.632 -0.725 -0.215
O1 -3.204 -1.692 -2.692
S1 -2.709 -0.786 -1.667
O2 -3.626 0.336 -1.493
O3 -2.520 -1.509 -0.386
O4 -1.374 -0.261 -2.086
N1 0.494 1.062 -3.930
P1 1.295 0.541 -2.489
C1 2.213 2.076 -2.009
C2 3.144 2.724 -2.810
C3 3.892 3.776 -2.305
C4 3.736 4.178 -0.988
C5 2.788 3.553 -0.192
C6 2.023 2.524 -0.707
C7 2.770 -0.232 -3.303
C8 2.878 -0.712 -4.606
C9 4.021 -1.374 -5.030
C10 5.086 -1.563 -4.167
C11 4.996 -1.092 -2.866
C12 3.848 -0.454 -2.449
C13 -0.613 1.820 -3.563
C14 -1.733 2.012 -4.365
C15 -2.748 2.815 -3.861
C16 -2.605 3.402 -2.619
C17 -1.432 3.169 -1.904
N2 -0.450 2.411 -2.388
H1 0.244 0.300 -4.553
H2 3.298 2.397 -3.830
H3 4.611 4.276 -2.943
H4 4.344 4.980 -0.585
H5 2.649 3.862 0.831
H6 1.264 2.047 -0.099
H7 2.078 -0.563 -5.318
H8 4.083 -1.747 -6.046
H9 5.979 -2.072 -4.505
H10 5.817 -1.236 -2.176
H11 3.769 -0.096 -1.436
H12 -1.824 1.518 -5.324
H13 -3.638 2.977 -4.456
H14 -3.391 4.005 -2.196
H15 -1.221 3.665 -0.966
C18 3.654 0.098 1.268
C19 2.413 0.591 1.792
N3 1.441 1.033 2.202
H16 4.319 -0.189 2.080
H17 4.115 0.883 0.668
H18 3.437 -0.775 0.654
C20 -2.060 -4.161 -4.259
C21 -0.810 -3.445 -4.777
C22 -0.180 -4.246 -5.924
C23 -1.208 -2.040 -5.252
N4 0.207 -3.429 -3.716
N5 -0.123 -2.767 -2.502
H19 -2.718 -4.415 -5.089
H20 -2.612 -3.500 -3.588
H21 -1.777 -5.069 -3.728
H22 -0.847 -4.276 -6.783
H23 0.010 -5.263 -5.592
H24 0.771 -3.803 -6.221
H25 -1.882 -2.109 -6.106
H26 -0.327 -1.465 -5.552
H27 -1.740 -1.519 -4.453
H28 1.042 -2.963 -4.067
H29 -0.852 -3.310 -2.044
H30 -0.544 -1.842 -2.662
C24 -1.087 5.486 5.056
Si1 -0.631 4.266 3.608
C25 0.728 3.215 4.478
C26 0.328 5.449 2.413
Si2 -2.321 2.956 2.474
Te1 -2.448 1.301 0.491
Si3 -3.644 2.273 4.388
C27 -2.791 0.924 5.488
C28 -5.238 1.407 3.755
C29 -4.324 3.502 5.732
Si4 -3.698 4.819 1.761
C30 -5.249 4.084 0.910
C31 -4.442 6.223 2.883
C32 -2.911 5.934 0.395
H31 -0.343 6.267 5.200
H32 -1.178 4.946 5.993
H33 -2.039 5.967 4.868
H34 1.535 3.802 4.911
H35 1.160 2.516 3.774
H36 0.279 2.633 5.276
H37 1.332 5.687 2.752
H38 -0.208 6.384 2.292
H39 0.408 4.992 1.433
H40 -2.447 0.103 4.864
H41 -3.440 0.507 6.257
H42 -1.919 1.339 5.985
H43 -4.965 0.773 2.916
H44 -5.950 2.135 3.384
H45 -5.752 0.794 4.491
H46 -3.506 3.912 6.311
H47 -5.027 3.046 6.426
H48 -4.828 4.334 5.257
H49 -5.954 3.708 1.643
H50 -4.916 3.236 0.314
H51 -5.780 4.775 0.260
H52 -5.028 5.811 3.695
H53 -5.081 6.905 2.328
H54 -3.643 6.809 3.324
H55 -2.410 5.316 -0.339
H56 -2.168 6.603 0.818
H57 -3.643 6.544 -0.131
C33 1.710 -2.364 3.858
C34 0.949 -3.352 2.976
C35 1.217 -4.780 3.452
C36 -0.543 -3.051 3.141
Si5 1.382 -3.083 1.098
O5 1.083 -1.623 0.645
C37 3.222 -3.447 0.689
C38 3.554 -3.507 -0.661
C39 4.845 -3.779 -1.081
C40 5.855 -3.970 -0.151
C41 5.552 -3.902 1.197
C42 4.251 -3.648 1.601
C43 0.508 -4.558 0.230
C44 1.173 -5.718 -0.156
C45 0.522 -6.762 -0.791
C46 -0.837 -6.680 -1.041
C47 -1.526 -5.542 -0.656
C48 -0.855 -4.495 -0.044
H58 1.401 -2.439 4.903
H59 1.514 -1.353 3.516
H60 2.781 -2.540 3.813
H61 0.913 -4.905 4.495
H62 2.274 -5.023 3.378
H63 0.666 -5.497 2.844
H64 -0.845 -3.121 4.192
H65 -1.154 -3.751 2.570
H66 -0.752 -2.037 2.791
H67 2.779 -3.346 -1.399
H68 5.075 -3.852 -2.136
H69 6.871 -4.179 -0.469
H70 6.331 -4.063 1.937
H71 4.042 -3.607 2.659
H72 2.234 -5.813 0.030
H73 1.072 -7.652 -1.079
H74 -1.348 -7.507 -1.524
H75 -2.592 -5.457 -0.834
H76 -1.416 -3.606 0.215

natural (NBO) population analysis, charges in e, atoms 1 to 99: 1.729 -1.051 2.576 -1.003 -1.122 -1.157 -0.925 1.074 -0.324 -0.153 -0.246 -0.227 -0.220 -0.202 -0.339 -0.178 -0.235 -0.237 -0.198 -0.202 0.407 -0.310 -0.151 -0.251 0.088 -0.519 0.396 0.203 0.196 0.199 0.220 0.243 0.195 0.201 0.200 0.212 0.216 0.205 0.202 0.211 0.214 -0.737 0.346 -0.375 0.243 0.249 0.284 -0.653 0.101 -0.602 -0.644 -0.481 -0.711 0.191 0.275 0.208 0.194 0.212 0.192 0.200 0.168 0.265 0.338 0.361 0.362 -1.082 1.204 -1.108 -1.092 -0.232 -0.489 1.206 -1.087 -1.101 -1.082 1.206 -1.112 -1.082 -1.090 0.215 0.216 0.220 0.206 0.266 0.217 0.215 0.217 0.229 0.236 0.211 0.216 0.252 0.217 0.211 0.218 0.215 0.217 0.218 0.257